78
Properties=species:S:1:pos:R:3:lowdin_charge:R:1 method="wB97M-V/def2-TZVPD" relative_energy_kj_mol=98.3 total_charge=+1
Tl -0.0978 0.0110 -0.5627 0.83
N -1.4986 1.7192 1.4390 -0.02
C -1.6880 1.6853 2.9016 -0.25
C -2.7157 0.6441 3.3353 -0.19
C -2.2184 -0.7890 3.5352 -0.19
C -1.8077 -1.5457 2.2742 -0.24
N -0.4428 -1.2507 1.7780 -0.03
H -0.8745 2.4847 1.1906 0.02
H -2.3868 1.9346 0.9952 0.07
H -2.0124 2.6641 3.2614 0.11
H -0.7190 1.4905 3.3728 0.11
H -3.5342 0.6410 2.6065 0.11
H -3.1397 0.9766 4.2842 0.11
H -3.0310 -1.3471 4.0046 0.12
H -1.3836 -0.7969 4.2455 0.12
H -2.5292 -1.3228 1.4822 0.09
H -1.8697 -2.6164 2.4691 0.12
H 0.1443 -2.0737 1.8501 0.09
H -0.0119 -0.5333 2.3452 0.02
N 4.2538 0.4597 0.9031 0.13
C 3.8249 0.4393 2.2098 -0.05
C 2.4866 0.2326 2.1486 -0.10
N 2.0864 0.1237 0.8299 0.05
C 3.1794 0.2703 0.1082 -0.28
C 3.1862 0.2684 -1.3488 -0.32
N 2.1421 -0.0697 -2.0551 0.03
C 2.4896 0.1269 -3.3708 -0.10
C 3.7676 0.5859 -3.4448 -0.04
N 4.2078 0.6669 -2.1459 0.13
H 5.2091 0.5833 0.6132 0.17
H 4.4940 0.5639 3.0426 0.13
H 1.7984 0.1779 2.9751 0.10
H 1.8034 -0.0562 -4.1783 0.10
H 4.3865 0.8578 -4.2815 0.12
H 5.0854 1.0649 -1.8584 0.16
O -3.5507 5.7584 -5.3054 0.13
C -3.3642 4.4344 -5.1308 -0.48
O -3.9773 3.6536 -5.7995 0.13
C -2.3740 3.9971 -4.0882 -0.13
C -2.0937 2.6382 -4.0273 0.00
C -1.1824 2.1440 -3.1127 -0.13
C -0.5406 2.9923 -2.2073 -0.63
S 0.6411 2.4245 -1.0117 0.65
C -0.8304 4.3554 -2.2657 -0.10
C -1.7320 4.8478 -3.1975 -0.02
H -2.9703 6.2784 -4.7375 0.09
H -2.6026 1.9808 -4.7205 0.12
H -0.9599 1.0839 -3.1033 0.06
H -0.3466 5.0292 -1.5703 0.11
H -1.9260 5.9151 -3.1855 0.11
C -2.8107 -0.9404 -3.7788 -0.16
Si -2.8527 -1.2850 -1.9526 0.38
C -3.9813 -2.7083 -1.5604 -0.16
C -3.4741 0.2452 -1.0778 -0.17
C -1.1624 -1.7677 -1.2676 -0.46
Si 0.0017 -2.9725 -2.1237 0.40
C 1.6677 -3.0181 -1.2516 -0.17
C -0.7781 -4.6464 -1.8838 -0.17
C 0.1947 -2.5936 -3.9298 -0.16
H -3.6950 -0.3601 -4.0584 0.05
H -2.8201 -1.8584 -4.3706 0.04
H -1.9324 -0.3646 -4.0752 0.01
H -5.0111 -2.4782 -1.8498 0.04
H -3.9789 -2.9361 -0.4907 0.04
H -3.6849 -3.6114 -2.0977 0.02
H -4.5285 0.4159 -1.3159 0.05
H -2.9225 1.1340 -1.4038 0.02
H -3.3917 0.1623 0.0087 0.00
H -1.3020 -2.1434 -0.2498 -0.02
H 1.6932 -2.3792 -0.3639 0.00
H 2.4721 -2.6869 -1.9110 0.03
H 1.8978 -4.0389 -0.9335 0.04
H -0.8333 -4.9004 -0.8214 0.04
H -0.1864 -5.4206 -2.3824 0.04
H -1.7893 -4.6918 -2.2937 0.02
H 0.3733 -1.5332 -4.1137 0.01
H -0.6904 -2.8845 -4.4996 0.04
H 1.0461 -3.1503 -4.3324 0.05

***

221
Properties=species:S:1:pos:R:3:lowdin_charge:R:1 method="wB97M-V/def2-TZVPD" relative_energy_kj_mol=252.4 total_charge=+6
C -0.0771 -1.4103 1.4131 -0.10
C 0.5279 -0.3120 0.4848 -0.73
C -0.3001 0.9780 0.6497 -0.12
O 1.8886 -0.1474 0.3646 -0.37
H 0.4517 -2.3570 1.3017 0.06
H -1.1538 -1.4847 1.2600 0.05
H 0.0216 -1.0561 2.4391 0.04
H 0.1664 -0.7593 -0.4411 0.08
H 0.1054 1.5729 -0.1687 0.05
H -0.1568 1.6089 1.5269 0.04
H -1.3539 0.7473 0.4940 0.05
C -2.3474 2.3578 -5.6606 -0.14
C -1.4632 3.5002 -5.6591 -0.27
C -1.5947 4.4300 -6.9025 -0.14
C -3.0499 4.9883 -7.1575 -0.13
N -3.2889 6.0967 -8.1503 -0.24
C -2.2762 7.2727 -7.8757 -0.08
C -2.8680 8.5214 -8.5694 -0.10
C -4.3683 8.3199 -8.3283 -0.16
C -4.6743 6.8628 -8.1036 -0.06
C -3.0249 5.5645 -9.5500 0.03
H -3.3558 2.5764 -6.0118 0.07
H -2.4933 2.0348 -4.6298 0.08
H -2.0098 1.4863 -6.2215 0.09
H -0.4537 3.1374 -5.4659 0.12
H -1.8259 4.0926 -4.8191 0.11
H -1.3166 3.8643 -7.7917 0.12
H -0.9811 5.3091 -6.7054 0.10
H -3.4317 5.3819 -6.2155 0.13
H -3.7671 4.2394 -7.4936 0.13
H -1.3128 6.9531 -8.2730 0.13
H -2.2033 7.3285 -6.7896 0.13
H -2.8552 8.2881 -9.6341 0.11
H -2.4838 9.5136 -8.3326 0.14
H -4.9016 8.8089 -9.1435 0.13
H -4.8254 8.6860 -7.4090 0.12
H -5.2707 6.3125 -8.8313 0.13
H -5.1103 6.6847 -7.1206 0.13
H -3.2736 6.3730 -10.2375 0.11
H -3.6877 4.7523 -9.8486 0.12
H -1.9788 5.2764 -9.6533 0.11
C -2.5527 -7.7805 3.9868 -0.13
C -3.0494 -8.7558 4.9206 -0.29
C -2.8181 -10.2494 4.4893 -0.17
C -3.4340 -11.2656 5.4381 -0.09
N -3.2120 -12.7396 4.9474 -0.22
C -1.6746 -12.9014 4.8294 -0.15
C -1.2303 -14.2037 5.3452 -0.19
C -2.1237 -14.2849 6.5263 -0.17
C -3.4745 -13.8409 6.0297 -0.06
C -3.8906 -13.1307 3.6447 0.05
H -1.5034 -8.0398 3.8465 0.08
H -2.5847 -6.7716 4.3981 0.09
H -2.9156 -7.8604 2.9621 0.09
H -4.0986 -8.6154 5.1807 0.12
H -2.5992 -8.5627 5.8943 0.12
H -1.7342 -10.3254 4.5758 0.11
H -3.1231 -10.3722 3.4500 0.11
H -4.5105 -11.2887 5.6073 0.14
H -3.0051 -11.0756 6.4220 0.14
H -1.5246 -12.8758 3.7501 0.13
H -1.0475 -12.2508 5.4390 0.14
H -1.2841 -15.0243 4.6297 0.13
H -0.1752 -14.1538 5.6143 0.14
H -2.0634 -15.3084 6.8963 0.14
H -1.6744 -13.6409 7.2823 0.13
H -3.9985 -14.7284 5.6749 0.14
H -4.0018 -13.2745 6.7974 0.13
H -3.6751 -14.1485 3.3196 0.12
H -3.5129 -12.3561 2.9773 0.09
H -4.9466 -13.0867 3.9114 0.12
C -3.6494 2.1431 3.9676 -0.10
C -2.8067 3.2947 4.4841 -0.23
C -3.0315 4.6207 3.6426 -0.17
C -1.9224 5.6875 3.7766 -0.10
N -1.9815 6.8848 2.8256 -0.27
C -0.9136 7.9015 3.0688 -0.11
C 0.3554 7.4023 2.4352 -0.16
C -0.1494 6.7440 1.1722 -0.15
C -1.6954 6.4603 1.3297 -0.02
C -3.3110 7.5453 2.9810 0.01
H -3.1141 1.2575 4.3100 0.08
H -3.7292 2.0817 2.8823 0.07
H -4.6578 2.1647 4.3809 0.08
H -1.7478 3.0401 4.5292 0.10
H -3.0424 3.6420 5.4901 0.11
H -3.9599 5.0281 4.0427 0.12
H -3.0328 4.3100 2.5978 0.10
H -0.9203 5.3127 3.5685 0.13
H -1.8769 6.0185 4.8141 0.14
H -1.1292 8.8903 2.6639 0.15
H -0.9810 7.9985 4.1524 0.15
H 0.9949 8.2366 2.1468 0.13
H 1.0310 6.7278 2.9612 0.12
H 0.1718 7.3305 0.3114 0.12
H 0.3699 5.8238 0.9047 0.11
H -2.2639 7.1802 0.7411 0.13
H -1.9554 5.4357 1.0640 0.12
H -3.4411 7.8263 4.0261 0.13
H -4.0647 6.8675 2.5803 0.11
H -3.3099 8.4745 2.4111 0.11
C -7.0990 -2.1127 -2.0765 -0.10
C -5.9954 -1.1821 -1.5047 -0.22
C -6.7206 0.0379 -0.8946 -0.21
C -7.3043 1.0302 -1.9123 -0.09
N -8.0158 2.3018 -1.2410 -0.21
C -9.2441 1.8150 -0.4381 -0.10
C -10.3064 2.9312 -0.4346 -0.10
C -9.9069 3.8901 -1.6372 -0.13
C -8.6517 3.2704 -2.2647 -0.10
C -7.0957 3.0583 -0.2717 0.04
H -6.5699 -3.0201 -2.3678 0.07
H -7.4839 -1.9333 -3.0804 0.07
H -7.9248 -2.3137 -1.3941 0.09
H -5.2313 -0.7800 -2.1699 0.11
H -5.4238 -1.7682 -0.7851 0.11
H -5.9650 0.4893 -0.2517 0.10
H -7.5844 -0.2425 -0.2918 0.11
H -8.0204 0.5136 -2.5514 0.13
H -6.5584 1.3037 -2.6586 0.13
H -8.9993 1.4647 0.5646 0.13
H -9.6473 0.9238 -0.9190 0.14
H -10.3391 3.6094 0.4181 0.12
H -11.2596 2.4805 -0.7111 0.12
H -9.6568 4.8878 -1.2765 0.11
H -10.7028 4.0438 -2.3660 0.12
H -7.9639 4.0212 -2.6538 0.13
H -8.9197 2.7191 -3.1660 0.13
H -6.1831 3.3115 -0.8113 0.11
H -6.9180 2.4306 0.6016 0.10
H -7.7208 3.9193 -0.0349 0.11
C 2.9817 -1.3703 -5.4324 -0.11
C 3.4113 -0.0481 -6.0412 -0.25
C 4.3342 0.7903 -5.0927 -0.18
C 4.5316 2.2088 -5.6337 -0.09
N 5.2406 3.2394 -4.6409 -0.19
C 5.6542 4.5201 -5.4305 -0.10
C 7.1515 4.8156 -5.2032 -0.13
C 7.4382 4.0817 -3.8865 -0.16
C 6.5995 2.8487 -4.0302 -0.13
C 4.2779 3.6853 -3.4553 0.05
H 2.3244 -1.2175 -4.5764 0.07
H 3.7712 -2.0728 -5.1654 0.08
H 2.2995 -1.9265 -6.0754 0.08
H 2.5753 0.5640 -6.3798 0.11
H 4.0145 -0.2265 -6.9313 0.11
H 5.2950 0.2848 -4.9953 0.12
H 3.8221 0.7698 -4.1307 0.11
H 3.6920 2.8324 -5.9409 0.12
H 5.0856 2.1834 -6.5720 0.13
H 4.9360 5.3247 -5.2726 0.13
H 5.5725 4.4527 -6.5153 0.13
H 7.3790 5.8810 -5.1656 0.13
H 7.8634 4.6051 -6.0013 0.13
H 7.2456 4.6694 -2.9890 0.12
H 8.5000 3.8500 -3.8030 0.13
H 6.4256 2.2130 -3.1620 0.13
H 7.1471 2.1846 -4.6988 0.14
H 4.6948 4.5855 -3.0035 0.10
H 4.2373 2.8938 -2.7071 0.10
H 3.2955 3.9279 -3.8605 0.10
C 6.7494 5.0375 3.1588 -0.09
C 6.4838 3.6254 2.6240 -0.24
C 6.0776 2.5623 3.6673 -0.19
C 4.5790 2.5243 3.9876 -0.11
N 4.1874 1.6117 5.1869 -0.20
C 2.6234 1.6261 5.2794 -0.12
C 2.1528 0.3566 6.0401 -0.11
C 3.2543 -0.6951 5.6756 -0.13
C 4.3380 0.0588 4.8196 -0.07
C 4.7641 1.9204 6.6350 0.09
H 5.7867 5.4534 3.4561 0.06
H 7.1668 5.7392 2.4366 0.08
H 7.2239 5.0798 4.1392 0.08
H 7.4199 3.2555 2.2057 0.11
H 5.7227 3.6154 1.8438 0.10
H 6.5767 2.7340 4.6210 0.10
H 6.4287 1.5527 3.4543 0.11
H 3.9267 2.2734 3.1512 0.13
H 4.2841 3.5026 4.3672 0.13
H 2.3211 2.6417 5.5347 0.13
H 2.2504 1.5603 4.2573 0.12
H 2.0063 0.4911 7.1118 0.12
H 1.2517 0.0501 5.5089 0.11
H 3.7424 -1.0409 6.5868 0.11
H 2.9252 -1.5495 5.0841 0.12
H 5.3946 -0.1231 5.0160 0.12
H 4.0766 -0.2086 3.7958 0.13
H 5.7423 2.3595 6.4393 0.09
H 4.8613 0.9515 7.1248 0.10
H 4.1532 2.5902 7.2401 0.11
C 5.0593 -7.6783 4.0713 -0.09
C 5.8150 -7.5716 2.7230 -0.25
C 5.3918 -6.3602 1.8629 -0.19
C 6.0349 -6.1967 0.4289 -0.04
N 5.8386 -4.7490 -0.2028 -0.26
C 6.2631 -3.7004 0.7190 -0.14
C 6.6861 -2.5329 -0.1735 -0.17
C 7.5081 -3.2515 -1.1382 -0.15
C 6.7258 -4.5830 -1.4565 -0.04
C 4.3407 -4.6221 -0.5572 0.04
H 5.4891 -8.5264 4.6043 0.08
H 3.9816 -7.7500 3.9245 0.07
H 5.2637 -6.8252 4.7182 0.07
H 5.6403 -8.4857 2.1555 0.11
H 6.8834 -7.5236 2.9338 0.11
H 5.5218 -5.5348 2.5629 0.10
H 4.3141 -6.4051 1.7066 0.11
H 5.5351 -6.8514 -0.2850 0.13
H 7.1120 -6.3633 0.4480 0.13
H 5.4047 -3.5655 1.3771 0.13
H 7.1409 -4.0736 1.2467 0.15
H 5.8873 -1.9642 -0.6496 0.12
H 7.2217 -1.7803 0.4051 0.13
H 7.9834 -2.6882 -1.9412 0.13
H 8.3263 -3.6797 -0.5591 0.12
H 6.0217 -4.4975 -2.2842 0.12
H 7.3520 -5.4600 -1.6204 0.13
H 4.1681 -3.6857 -1.0878 0.11
H 3.7413 -4.6184 0.3532 0.10
H 4.0685 -5.4953 -1.1500 0.11

***

Below is a molecular structure, C18H33Br9O15 at a distorted geometry, with properties calculated with ωB97M-V/def2-TZVPD.

Structure (XYZ):
```
75
Properties=species:S:1:pos:R:3:lowdin_charge:R:1
C -2.4621 2.2093 -2.8991 -1.58
Br -3.5616 1.4538 -4.2738 0.63
Br -3.1517 1.8654 -1.1408 0.66
Br -2.2433 4.1260 -3.1379 0.57
H -1.4514 1.8378 -2.9649 -0.04
C 0.8029 4.1217 1.9539 -1.62
Br 0.2143 3.7041 3.7459 0.61
Br 1.9291 5.6820 1.9406 0.58
Br -0.7290 4.3364 0.8049 0.60
H 1.3685 3.2847 1.5776 -0.05
C -5.2856 -1.0497 0.4975 -1.63
Br -3.7513 -1.8038 -0.3812 0.58
Br -6.1710 -2.3157 1.6342 0.59
Br -6.5395 -0.3173 -0.7787 0.59
H -4.9690 -0.2464 1.1470 -0.06
C -3.0972 1.7125 3.1411 -0.02
O -4.2515 1.5913 2.2953 -0.04
C -4.7430 2.7339 1.8190 -0.67
O -4.2950 3.8358 2.0155 0.11
O -5.7424 2.4172 1.0257 -0.07
C -6.5048 3.4137 0.3948 -0.05
H -2.1747 1.6831 2.5715 0.06
H -3.1688 0.8420 3.7996 0.10
H -3.2069 2.5665 3.8050 0.09
H -6.7949 3.0104 -0.5669 0.08
H -5.9738 4.3625 0.3212 0.10
H -7.3816 3.6218 1.0134 0.10
C 5.5991 3.1657 3.1763 -0.02
O 6.3242 3.4460 4.3797 0.01
C 6.5400 2.3867 5.1424 -0.64
O 6.1833 1.2721 4.8913 0.12
O 7.1928 2.7925 6.2218 0.01
C 7.5480 1.8013 7.1954 -0.02
H 4.7060 2.6179 3.4476 0.07
H 6.2742 2.6219 2.5075 0.10
H 5.3477 4.0474 2.5905 0.09
H 8.6282 1.8177 7.3292 0.09
H 7.2660 0.8027 6.8702 0.09
H 7.0556 2.0750 8.1244 0.09
C -0.9911 -3.4455 -3.9295 -0.05
O -1.9634 -2.9111 -4.8143 0.01
C -1.5838 -1.8708 -5.5505 -0.63
O -0.5411 -1.2777 -5.4905 0.12
O -2.5847 -1.6147 -6.3931 -0.02
C -2.4071 -0.6321 -7.4041 -0.05
H -1.4893 -4.0555 -3.1851 0.10
H -0.4978 -2.6360 -3.3868 0.08
H -0.2079 -3.9876 -4.4469 0.08
H -1.8017 0.2094 -7.0696 0.08
H -3.4167 -0.2752 -7.5807 0.09
H -1.9465 -1.0897 -8.2750 0.10
C 2.7543 -3.7571 -3.1490 -0.02
O 2.6685 -4.7704 -2.1454 0.01
C 1.7677 -5.7250 -2.3232 -0.62
O 0.9140 -5.7539 -3.1707 0.12
O 2.0215 -6.6856 -1.4495 0.01
C 1.1646 -7.8211 -1.5516 -0.04
H 1.7946 -3.2808 -3.3589 0.07
H 3.1231 -4.1614 -4.0881 0.10
H 3.3603 -2.9794 -2.6925 0.10
H 1.5170 -8.5436 -0.8235 0.09
H 1.1825 -8.2309 -2.5574 0.10
H 0.1447 -7.5454 -1.2807 0.10
C -0.2902 0.2131 -0.6935 -0.08
O 0.9462 0.0056 -0.0141 0.02
C 0.9756 0.4323 1.2501 -0.60
O 0.0748 1.0073 1.8220 0.05
O 2.1633 0.1509 1.7708 0.02
C 2.3825 0.5985 3.1102 -0.03
H -0.7372 1.1804 -0.4645 0.01
H -1.0037 -0.5817 -0.4750 0.05
H -0.0748 0.2017 -1.7586 0.09
H 3.2119 0.0320 3.5146 0.10
H 1.4860 0.4025 3.7021 0.10
H 2.5539 1.6723 3.1156 0.06
```

***

13
Properties=species:S:1:pos:R:3:nbo_charge:R:1 method="wB97M-V/def2-TZVPD" relative_energy_kj_mol=705.4
C 0.4355 0.7104 -0.0276 0.67
C -1.9501 -1.1481 -0.0333 0.52
H 2.5702 -1.6460 1.3046 0.11
H 2.6953 1.7126 -0.0415 0.40
H 0.1743 1.9198 1.3637 0.36
H -2.1702 0.7364 -1.0636 0.40
H -3.0486 -1.4000 -0.2183 0.13
N 1.8081 0.4566 -0.1166 -0.81
N -0.2337 1.6221 0.4857 -0.76
N -1.6458 -0.0658 -0.9641 -0.34
O -0.1636 -0.0356 -0.9439 -0.36
O -1.1154 -1.8030 0.6124 -0.55
S 2.6439 -1.0594 -0.3576 0.24

***

| no. | gap between HOMO and LUMO (eV) | E_LUMO (Eh) |
| --- | --- | --- |
| 1 | 7.89 | -0.0991 |
| 2 | 4.86 | -0.3361 |
| 3 | 10.03 | -0.0013 |
| 4 | 8.72 | -0.0262 |